Below is a cluster of 3 separate species, C3H11NO3 in total, with properties calculated with the ωB97M-V functional and the def2-TZVPD basis.

Each line ends with the Mulliken charge.
CARTESIAN COORDINATES (ANGSTROEM)
H 2.51004 0.78520 1.13966  0.361
N -0.83991 0.40546 -0.46572  -0.083
O 1.01235 1.23023 2.32144  -0.701
C -0.47517 -0.78215 0.09954  0.772
O -0.28024 -0.89382 1.30640  -0.716
H -0.08881 -2.88042 -0.38987  0.320
H 3.93142 1.08335 1.50434  0.311
H -2.59988 -0.07399 -1.46926  0.321
C -1.73240 0.57035 -1.59455  -0.962
H 0.37046 0.50615 2.10938  0.389
H -1.22718 0.33392 -2.53758  0.282
H -2.00865 1.61775 -1.68334  0.348
H -0.51539 1.19283 0.07675  0.244
O 3.39000 0.88221 0.73578  -0.647
H 0.41101 1.90203 2.66653  0.295
H -1.44222 -2.12129 -1.29868  0.335
C -0.49685 -1.96965 -0.80075  -1.225
H 0.08142 -1.78816 -1.72006  0.357

Atoms 1-2, force components in eV/Å:
0.196 0.232 -0.147
0.747 0.035 0.638

Computed properties:
Structure (SMILES): CNC(C)=O.O.O
Kohn-Sham gap, eV: 10.65
ΔE to the lowest compared entry with this formula, charge and spin, kcal per mole: 16.6
E_LUMO, Ha: 0.02425

---

Below is a cluster of 2 separate species, CH4NO2 in total, with properties calculated with the ωB97M-V functional and the def2-TZVPD basis.

Each line ends with the Mulliken charge.
CARTESIAN COORDINATES (ANGSTROEM)
H -1.54970 0.25478 0.12793  0.393
C 0.52861 -0.02808 0.39420  0.195
H -0.60787 0.76911 -1.17522  0.374
N -0.71350 0.04073 -0.43933  -0.321
H 0.07301 -0.20985 2.07079  0.362
H -0.86073 -0.86838 -0.91996  0.379
O 1.56760 -0.68955 -0.10545  -0.186
O 1.56258 0.73122 0.04704  -0.196

Atoms 1-2, force components in eV/Å:
0.396 -0.064 -0.170
-1.558 -0.600 5.195

Computed properties:
Total charge: +1
Kohn-Sham gap (alpha / beta), eV: 11.32 / 11.33
ΔE to the lowest compared entry with this formula, charge and spin, kcal per mole: 160.6
E_LUMO (alpha / beta), Ha: -0.19305 / -0.19304

---

Below is a structure of composition C2H3O2Tm, with properties calculated with the ωB97M-V functional and the def2-TZVPD basis.

Each line ends with the Löwdin spin population.
CARTESIAN COORDINATES (ANGSTROEM)
H -2.51534 1.46102 -0.85016  0.043
O -1.10282 0.18454 -0.09068  0.100
Tm 1.35606 0.56533 -0.10782  1.009
H -2.46123 1.37280 0.89734  0.044
O 0.21497 -1.52358 0.04686  -0.002
C -0.94468 -1.10496 -0.06394  0.020
C -2.54904 0.74689 -0.00831  0.778
H -1.87590 -1.68568 0.10594  0.009

Atoms 1-2, force components in eV/Å:
-1.162 -1.042 -0.292
-1.548 1.300 -0.432

Computed properties:
Total charge: +2
Kohn-Sham gap (alpha / beta), eV: 9.20 / 8.41
Multiplicity: 3
ΔE to the lowest compared entry with this formula, charge and spin, kcal per mole: 0.0
Expectation value of S²: 2.004
E_LUMO (alpha / beta), Ha: -0.37346 / -0.37292

---

Below is a cluster of 2 separate species, C4H11NO4 in total, with properties calculated with the ωB97M-V functional and the def2-TZVPD basis.

Each line ends with the Mulliken charge.
CARTESIAN COORDINATES (ANGSTROEM)
O -1.51853 -1.84917 -0.41228  -0.541
O -2.43639 0.53102 0.82315  -0.588
H -0.30081 0.47987 -3.21578  0.265
N 1.09592 -0.75889 1.01317  -0.316
H -0.65010 -2.71262 1.19145  0.376
C 1.67164 -0.13516 -0.12778  -0.442
O 0.11377 1.02996 -2.53738  -0.574
H 1.24464 -0.55194 -1.02927  0.263
H 0.52865 1.72929 -3.05405  0.284
H -0.74382 1.07878 -0.21226  0.144
H -0.43088 -0.65209 2.35301  0.370
H -0.91193 1.50974 1.52988  0.317
C -1.00233 0.74282 0.78498  -0.348
O 1.67050 1.30193 -0.01985  -0.541
H -2.66729 -0.13033 0.15573  0.327
C -0.38161 -0.54687 1.27353  0.057
C -0.83513 -1.81303 0.58192  -0.053
H 1.16763 1.66278 -0.75933  0.325
H 2.74509 -0.29951 -0.18689  0.365
H 1.64098 -0.61657 1.84803  0.309

Atoms 1-2, force components in eV/Å:
0.547 -0.099 -0.440
-0.049 0.015 -0.097

Computed properties:
Structure (SMILES): O=C[C@H](CO)NCO.O
Kohn-Sham gap, eV: 9.53
ΔE to the lowest compared entry with this formula, charge and spin, kcal per mole: 48.3
E_LUMO, Ha: 0.01124

---

Below is a structure of composition C3H16MgN2O6, with properties calculated with the ωB97M-V functional and the def2-TZVPD basis.

Each line ends with the Mulliken charge.
CARTESIAN COORDINATES (ANGSTROEM)
H -1.81109 -1.55906 -2.54878  0.234
H 2.70924 1.50364 2.79069  0.148
C 1.20632 0.56731 2.07325  0.696
H 0.06289 2.14949 -3.36904  0.210
H -3.44531 -0.17925 1.68647  0.206
N 1.63698 -0.31506 2.87726  -0.354
H 2.29757 -0.47931 -1.50007  0.253
H -1.41635 -2.37567 0.78975  0.220
H 2.25852 -0.11426 3.64763  0.158
H 0.98555 3.19636 -2.19765  0.187
C -3.45951 -0.17844 0.59656  -0.866
H -4.13874 0.61177 0.27669  0.225
N 1.87331 1.66353 2.24687  -0.435
H 1.27400 -1.24622 2.73137  0.236
O 0.13656 1.61439 -1.41181  -0.563
H 1.83208 -1.64687 -0.65627  0.218
C 0.78567 2.18582 -2.55395  -0.702
O 1.53268 -0.82140 -1.03732  -0.414
O -2.29733 0.25646 -0.05099  -0.423
H -0.00676 -2.92064 0.70061  0.243
H -3.64917 -1.21437 0.31554  0.217
O -0.92333 -1.30639 -2.29527  -0.403
H 1.81558 2.35295 1.51102  0.279
Mg -0.28797 -0.07722 -0.47849  0.891
H 1.67098 1.62226 -2.84843  0.166
O 0.27555 0.47358 1.27229  -0.403
O -0.54388 -2.16713 0.45576  -0.444
H -0.37406 -1.59638 -3.02358  0.221

Atoms 1-2, force components in eV/Å:
-0.432 0.262 0.255
0.115 1.138 -0.549

Computed properties:
Kohn-Sham gap, eV: 5.73
ΔE to the lowest compared entry with this formula, charge and spin, kcal per mole: 25.7
E_LUMO, Ha: -0.02017

---

Below is a structure of composition C5H9NO, with properties calculated with the ωB97M-V functional and the def2-TZVPD basis.

Each line ends with the Mulliken charge.
CARTESIAN COORDINATES (ANGSTROEM)
H 2.86892 0.57217 0.42209  0.223
H 1.98892 -0.78112 1.20203  0.235
H -1.25957 -2.29217 -1.06589  0.289
H -2.49782 -1.06874 -1.28709  0.294
H -0.97170 0.26944 1.85632  0.383
H -0.00257 1.21712 -1.53542  0.229
H 0.72370 -0.41598 -1.90591  0.312
C 0.19876 0.21167 -1.18634  -0.950
C 0.86818 0.81458 0.63427  0.638
O 1.00799 2.16724 0.86707  -0.525
C -0.41188 0.16591 0.93388  -1.137
C -0.74211 -0.38941 -0.26298  0.950
H -2.25964 -1.80207 0.31328  0.311
N 2.07758 0.18275 0.91694  -0.471
C -1.75163 -1.44323 -0.58224  -1.158
H 0.16287 2.59183 0.67998  0.377

Atoms 1-2, force components in eV/Å:
-0.040 -0.700 0.190
0.529 0.216 -0.466

Computed properties:
Kohn-Sham gap, eV: 8.52
ΔE to the lowest compared entry with this formula, charge and spin, kcal per mole: 74.9
E_LUMO, Ha: 0.03291

---

Below is the molecule C10H8N4S, with properties calculated with the ωB97M-V functional and the def2-TZVPD basis.

Each line ends with the Mulliken charge.
CARTESIAN COORDINATES (ANGSTROEM)
C 0.87383 -0.93324 1.81461  0.306
C -0.47040 -0.27889 0.33800  0.607
S -3.20236 1.77107 -1.34458  0.143
C 2.23701 0.43284 3.56516  -0.600
N -2.10860 1.37299 -0.11711  -0.552
C -1.13144 -1.41290 -2.10474  -0.888
H 0.26728 -2.99427 -1.61604  0.438
C -1.77009 -0.26934 -1.64819  0.664
C 1.18994 -0.35049 4.32992  -0.624
C 0.17310 -1.44113 -0.08433  0.259
N -0.03973 0.06293 1.51272  -0.727
H 0.15805 0.01205 4.29780  0.285
C -1.46706 0.26428 -0.41773  0.787
N 1.04716 -1.83769 0.87181  -0.867
H -3.35268 -0.01831 -2.95961  0.305
C 1.73024 -0.90313 3.04276  -0.243
H 2.40966 -1.73283 3.10645  0.462
H 3.25349 0.52044 4.00688  0.251
N -2.71546 0.45607 -2.31357  -0.266
H 1.85222 1.34009 3.07936  0.280
H -1.27738 -1.82616 -3.10194  0.328
C -0.16223 -2.03607 -1.33747  -0.617
H 1.49301 -0.83321 5.25342  0.270

Atoms 1-2, force components in eV/Å:
0.618 0.905 0.293
1.166 -1.057 0.964

Computed properties:
Structure (SMILES): c1cc2[nH]snc2c2nc(C3CC3)nc12
Kohn-Sham gap, eV: 5.83
ΔE to the lowest compared entry with this formula, charge and spin, kcal per mole: 0.0
E_LUMO, Ha: -0.06679

---

Below is a structure of composition C49H49KN4O6P2SSe2, with properties calculated with the ωB97M-V functional and the def2-TZVPD basis.

Each line ends with the Mulliken charge.
CARTESIAN COORDINATES (ANGSTROEM)
H 7.24437 0.05771 -3.06704  0.459
C 3.69022 -1.07135 -3.93150  -0.664
C 2.82255 5.79508 -2.82288  -0.798
C 0.49892 3.27673 -3.67292  -1.311
C -3.24111 -1.11605 -1.64168  -0.395
H 2.21272 4.16364 -4.60091  0.536
O 2.11324 -1.93935 -5.38123  -0.708
C 5.71255 -0.08387 -0.85090  -0.174
H -8.03433 0.11788 0.65007  0.384
H 4.90889 -2.61001 2.65756  0.384
H -4.56957 -1.16256 2.79652  -0.065
H 3.56345 6.93652 0.25678  0.271
C -3.91031 -4.99044 5.37766  -0.476
C 4.00648 -0.74183 -2.62537  0.777
H -3.97476 -5.38737 6.38453  0.360
H -3.46923 2.22900 -1.20085  0.562
H 1.87262 -4.59968 1.92365  0.416
H 3.25253 5.48225 1.83944  0.543
H -2.91900 -2.20626 3.72812  0.233
C 4.61922 -0.97412 -4.95333  -0.575
C -1.39095 -1.19783 0.94325  -0.430
H 5.00520 -3.84813 -0.14134  0.211
C -2.81399 1.09509 1.72518  0.514
K 2.48666 0.41813 -0.10255  1.360
Se -0.29011 1.67899 -0.28015  -0.216
C -4.93337 -2.18640 0.93317  0.756
C -4.07317 1.67721 1.66354  -0.152
H 6.63624 -0.45656 -5.43309  0.382
H -4.42846 -5.88040 2.14459  0.288
H -7.52054 -1.50584 -1.15367  0.362
C 2.91340 4.59351 1.29709  0.630
C -4.16907 -5.27025 3.00133  -0.819
H 0.24159 2.77453 -2.74228  -0.110
C -4.71536 -0.14377 -3.27607  -0.486
C 5.05614 -3.95041 0.94645  -0.536
H -5.60423 2.73884 2.72919  0.478
Se -3.63717 -4.88115 -0.37244  -0.451
C -3.68630 1.24700 -1.60534  -0.659
C -4.62160 2.28311 2.79036  -0.634
O 1.49915 -1.50639 -3.36872  -0.613
H -0.10046 4.18874 -3.75339  0.345
H 2.28380 -4.34800 0.21575  0.286
H 3.26427 -0.83872 -1.84675  0.223
O 4.78458 0.26115 -0.07637  -0.707
C 2.33421 4.06064 -1.15586  -0.054
C -4.05663 -1.24743 -2.75925  -0.870
C 2.38197 4.51221 -2.52008  0.528
P -3.51994 -3.34649 1.07440  0.645
H -3.15276 -3.07960 6.00951  0.424
O 6.91086 -0.29690 -0.59364  -0.823
H -4.17075 -2.22077 -3.22411  0.461
H -4.63867 1.65206 0.74167  0.370
H 4.16388 -5.16661 2.48910  0.287
P -1.87479 0.40788 0.30114  0.588
C 2.64956 -4.26307 1.23963  -0.751
H -5.00780 1.98199 -3.12367  0.421
C 5.89885 -0.54237 -4.64542  -0.547
H 4.33107 -1.23732 -5.96019  0.489
C -6.88039 -1.43890 -0.28126  -0.681
H -2.72043 -1.98509 -1.25832  0.708
C 1.58638 4.15751 1.92733  -1.331
C 2.79430 4.99052 -0.16285  0.258
H 2.86496 6.09315 -3.86931  0.284
C 6.23817 -0.24193 -3.33103  -0.368
C -3.92324 2.30171 3.98699  -0.639
C 5.29841 -0.33187 -2.31349  0.450
C -4.52202 1.10968 -2.70194  -0.890
N -0.14083 -1.23021 1.46145  0.332
H 3.73752 2.63042 0.87365  -0.014
C -4.26756 -5.77712 4.29298  -0.569
H -6.55263 0.26095 2.62862  0.495
C -1.96736 -2.45807 1.17833  0.471
O 2.61326 -1.88597 0.08556  -0.650
C -3.70812 -3.97882 2.78752  0.750
H 0.83630 4.94805 1.83197  0.328
C -3.07173 0.12501 -1.03931  0.611
H 4.05022 -5.88573 0.87844  0.345
H 3.89141 2.52744 -3.71717  0.370
H 3.55418 7.69807 -2.10541  0.321
C 3.98346 3.51033 1.46726  -1.249
H 4.07260 3.20995 2.51836  0.413
N 2.33227 -1.53987 -4.24592  1.164
C -6.33693 -0.44562 1.83591  -0.928
H 1.72468 3.93375 2.99244  0.459
S 2.85554 -2.45298 1.44992  0.436
C 1.99671 3.60923 -3.68251  0.612
H 2.59486 1.73320 -2.81696  -0.114
H -2.09932 1.74789 4.98353  0.458
H -5.55868 -3.00464 -0.93752  0.177
C -3.33403 -3.19654 3.88019  0.010
N 0.03815 -2.44393 1.96838  -0.903
N -1.02893 -3.20096 1.80636  -0.402
C 4.00097 -4.94479 1.43020  -0.634
H 4.95487 3.87730 1.12764  0.339
H 0.24010 2.61196 -4.50597  0.433
C -5.21622 -1.25968 1.93419  0.367
O 1.93588 2.86772 -0.83963  0.444
C 2.81818 2.31528 -3.70839  -1.266
H 1.20392 3.27045 1.42952  -0.025
C 3.21636 6.26322 -0.52520  -0.862
C -3.44469 -3.69735 5.16815  -0.955
C -2.65763 1.72735 4.05522  -0.784
C -7.16678 -0.52822 0.72740  -0.560
H -4.36136 2.76162 4.86607  0.382
C -2.10318 1.13702 2.93044  -0.836
H 2.56941 1.72023 -4.59524  0.485
C 4.67599 -2.62576 1.58744  -0.368
C 3.22719 6.69747 -1.84562  -1.104
H -4.61472 -6.79233 4.44733  0.380
H 6.06694 -4.26556 1.21100  0.412
H -5.35866 -0.25019 -4.14236  0.407
C -5.77634 -2.27197 -0.17117  -0.369
H -1.10644 0.71146 2.96466  0.493
H 5.11025 -1.74646 1.10544  -0.047

Atoms 1-2, force components in eV/Å:
-0.010 -0.023 0.026
0.264 0.085 0.084

Computed properties:
Total charge: -2
Kohn-Sham gap, eV: 5.48
E_LUMO, Ha: 0.13556

---

Number 1: E -401.38668 hartree. Number 2: E -245.22557 hartree. Number 3: E -1312.89653 hartree. Number 4: E -514.67595 hartree. Number 5: E -884.97901 hartree. Number 6: E -325.81826 hartree. Number 7: E -1002.99565 hartree. Number 8: E -9050.85900 hartree.